The following is a quantum chemistry calculation of a gas-phase ion, C2H4NS (charge +1), from the Open Molecules 2025 dataset.

The geometry in XYZ format:
```
8
Properties=species:S:1:pos:R:3
C 0.27 -0.50 0.06
C -0.71 -0.05 0.88
N 0.81 0.38 -0.68
S -2.05 0.25 -0.13
H 0.69 -1.46 -0.02
H -1.04 0.09 1.97
H 0.78 1.37 -0.61
H 1.25 -0.07 -1.46
```

As for the spin multiplicity: 1. The largest force on an atom comes out at 8.106 eV/Å. As for the HOMO energy: -14.5 eV. Its electronic energy is -14454.3723 eV. The net charge is +1. Its SMILES is [NH2+]=CC=S. The value obtained for the HOMO-LUMO gap is 7.86 eV. The value obtained for the LUMO energy is -6.60 eV.

Atomic partial charges in e from the natural (NBO) method, atoms 1 to 6:
1. C 0.207
2. C -0.394
3. N -0.580
4. S 0.293
5. H 0.264
6. H 0.331